The following is a quantum chemistry calculation of a 2-piece molecular cluster, C3H11N4O overall, from OMol25.

- Energy above the lowest of the compared OMol25 structures with the same formula, charge and spin: 1.4753 eV
- Electronic energy: -11291.529 eV
- Frontier orbital gap: 8.867 eV
- Net charge: +1
- HOMO: -12.942 eV
- F_max: 3.248 eV/Å

Each line ends with the Löwdin charge.
CARTESIAN COORDINATES (ANGSTROEM)
C -2.1676 -0.9663 -0.6316  -0.01
C -2.1208 0.1634 0.3365  -0.61
N -1.3376 1.2216 0.0811  0.16
O -2.7348 0.0902 1.4105  0.04
H -1.4876 -1.7613 -0.2988  0.07
H -1.9317 -0.6744 -1.6621  0.09
H -3.1738 -1.3669 -0.5902  0.10
H -0.4866 1.1067 -0.4041  0.03
H -1.4346 1.9956 0.7330  0.13
N 2.5093 0.6419 0.9766  0.19
C 1.5917 0.0712 0.1179  -0.43
N 1.4287 0.6264 -1.1310  0.18
N 0.8740 -0.9421 0.5645  0.24
H 2.8358 -0.0854 1.6427  0.15
H 3.3284 0.9263 0.4933  0.11
H 2.1545 1.3424 -1.3343  0.15
H 1.2746 -0.0451 -1.8943  0.15
H 0.8210 -1.1278 1.5567  0.16
H 0.0572 -1.2162 0.0337  0.08

The following is a quantum chemistry calculation of a 2-piece molecular cluster, C3H11NO overall, from OMol25.

- SMILES string: CCN.CO
- Energy above the lowest of the compared OMol25 structures with the same formula, charge and spin: 1.6442 eV
- Electronic energy: -6825.601 eV
- Frontier orbital gap: 10.410 eV
- Net charge: 0
- HOMO: -9.426 eV
- F_max: 2.437 eV/Å

Each line ends with the Löwdin charge.
CARTESIAN COORDINATES (ANGSTROEM)
C -1.1517 -0.5432 -0.6502  -0.10
C -0.0752 -1.1463 -1.5559  -0.30
N 1.3012 -0.6255 -1.3716  -0.03
H -1.9638 -1.2565 -0.5172  0.07
H -1.3728 0.4939 -0.8907  0.08
H -0.7496 -0.5144 0.3646  0.03
H -0.3155 -0.9768 -2.6022  0.10
H 0.0276 -2.1783 -1.2307  0.10
H 1.4818 0.3353 -1.1238  0.05
H 1.8135 -1.2145 -0.7328  0.06
C -0.0758 1.4236 2.0250  -0.17
O 1.0619 1.1571 1.2621  -0.14
H -0.6362 2.1855 1.5014  0.07
H 0.2734 1.6950 3.0095  0.08
H -0.7722 0.5845 2.0181  0.06
H 1.1535 0.5808 0.4945  0.02

The following is a quantum chemistry calculation of a 2-piece molecular cluster, C3H11NO overall, from OMol25.

- SMILES string: CCO.CN
- Energy above the lowest of the compared OMol25 structures with the same formula, charge and spin: 0.6462 eV
- Electronic energy: -6826.599 eV
- Frontier orbital gap: 10.480 eV
- Net charge: 0
- HOMO: -9.568 eV
- F_max: 0.834 eV/Å

Each line ends with the Löwdin charge.
CARTESIAN COORDINATES (ANGSTROEM)
C 1.1226 -2.0337 1.0342  -0.09
C 0.2126 -1.6927 -0.1503  -0.35
O 0.6383 -0.5481 -0.8462  -0.11
H 0.8155 -2.9753 1.4914  0.07
H 1.0197 -1.2856 1.8240  0.06
H 2.1473 -2.0365 0.6687  0.07
H 0.1948 -2.5406 -0.8368  0.10
H -0.8125 -1.5578 0.2259  0.10
H 0.3179 0.2245 -0.3335  0.03
C -0.8932 2.5375 -0.5964  -0.16
N -0.9072 1.4719 0.4335  -0.07
H -1.7246 3.2485 -0.5223  0.07
H -0.0004 3.1421 -0.4279  0.07
H -0.9079 2.1068 -1.5914  0.07
H -1.8174 1.0263 0.3685  0.07
H -0.9001 1.9194 1.3420  0.07

The following is a quantum chemistry calculation of a 2-piece molecular cluster, C3H11NO overall, from OMol25.

- SMILES string: CN(C)C.O
- Energy above the lowest of the compared OMol25 structures with the same formula, charge and spin: 1.8792 eV
- Electronic energy: -6825.366 eV
- Frontier orbital gap: 9.834 eV
- Net charge: 0
- HOMO: -8.898 eV
- F_max: 3.347 eV/Å

Each line ends with the Löwdin charge.
CARTESIAN COORDINATES (ANGSTROEM)
C -0.3184 -1.5487 0.9061  -0.05
N -0.1171 -0.1729 0.0637  -0.31
C 1.0381 -0.2413 -0.8783  -0.12
C -1.3440 0.2927 -0.7160  -0.10
H 0.6233 -1.6106 1.4050  0.04
H -0.5865 -2.4652 0.3902  0.05
H -1.1676 -1.4777 1.7119  0.10
H 0.9202 0.6773 -1.5382  0.10
H 1.8579 -0.3338 -0.2645  0.04
H 1.0423 -1.1817 -1.4610  0.08
H -0.9695 0.8711 -1.5521  0.05
H -1.8315 1.0270 -0.1013  0.06
H -2.0677 -0.5614 -1.0262  0.10
O 0.7391 2.4889 0.8529  -0.11
H 1.6410 2.6889 1.2496  0.07
H 0.5404 1.5474 0.9580  -0.02

The following is a quantum chemistry calculation of a 2-piece molecular cluster, C3H11NO overall, from OMol25.

- Energy above the lowest of the compared OMol25 structures with the same formula, charge and spin: 4.1372 eV
- Electronic energy: -6823.108 eV
- Frontier orbital gap: 6.223 eV
- Net charge: 0
- HOMO: -6.227 eV
- F_max: 2.558 eV/Å

Each line ends with the Löwdin charge.
CARTESIAN COORDINATES (ANGSTROEM)
C -0.1357 2.6614 -0.5160  -0.40
O 0.2876 1.3557 -0.5015  -0.43
H 0.7639 3.3122 -0.6529  0.05
H -0.9587 2.8151 -1.2264  0.04
H -0.4661 3.1641 0.4406  0.04
C 0.7633 -0.8372 1.0959  -0.07
N -0.4972 -1.4195 0.5896  -0.02
C -0.3951 -1.5105 -0.8871  -0.05
H 0.9002 -0.9269 2.1796  0.09
H 1.6726 -1.2372 0.6665  0.09
H 0.7249 0.2427 0.9082  0.05
H -1.2142 -0.7348 0.8319  0.17
H -0.6735 -2.3423 0.9771  0.17
H -0.6647 -0.5319 -1.3082  0.08
H -0.7421 -2.4442 -1.3258  0.09
H 0.6350 -1.5668 -1.2715  0.10

The following is a quantum chemistry calculation of a 2-piece molecular cluster, C3H11NO overall, from OMol25.

- SMILES string: CCOC.N
- Energy above the lowest of the compared OMol25 structures with the same formula, charge and spin: 1.2107 eV
- Electronic energy: -6826.035 eV
- Frontier orbital gap: 10.404 eV
- Net charge: 0
- HOMO: -9.390 eV
- F_max: 1.699 eV/Å

Each line ends with the Löwdin charge.
CARTESIAN COORDINATES (ANGSTROEM)
C 1.7901 0.4894 -0.9886  -0.07
C 0.8501 -0.7289 -0.8666  -0.25
O -0.3372 -0.3497 -0.1744  -0.26
C -1.6118 -0.3177 -0.7642  -0.11
H 2.6119 0.1261 -1.6011  0.07
H 2.0675 0.8270 0.0075  0.07
H 1.3291 1.2732 -1.5893  0.07
H 0.5654 -1.0631 -1.8688  0.11
H 1.2899 -1.5409 -0.3014  0.11
H -1.7668 0.6269 -1.2832  0.09
H -1.7579 -1.2127 -1.3977  0.09
H -2.4242 -0.4794 -0.0544  0.09
N -0.6620 0.7837 2.5414  0.02
H -0.1781 1.6401 2.7711  0.00
H -0.0737 0.1313 3.0591  0.00
H -0.6674 0.4930 1.5766  -0.04

The following is a quantum chemistry calculation of a 2-piece molecular cluster, C3H11NO overall, from OMol25.

- SMILES string: CCOC.N
- Energy above the lowest of the compared OMol25 structures with the same formula, charge and spin: 1.6580 eV
- Electronic energy: -6825.587 eV
- Frontier orbital gap: 10.734 eV
- Net charge: 0
- HOMO: -9.760 eV
- F_max: 4.673 eV/Å

Each line ends with the Löwdin charge.
CARTESIAN COORDINATES (ANGSTROEM)
C -0.5162 -1.9154 0.7026  -0.12
C -1.2613 -1.1752 -0.3289  -0.33
O -0.7537 0.1199 -0.6533  -0.21
C -0.5945 1.1037 0.3800  -0.12
H -1.0992 -2.8398 0.9795  0.10
H 0.5221 -2.2734 0.3180  0.12
H -0.5906 -1.2257 1.5326  0.06
H -2.3100 -1.0536 0.0139  0.12
H -1.2360 -1.8894 -1.1713  0.12
H -0.3492 2.1014 -0.0344  0.09
H 0.1641 0.7504 1.0711  0.07
H -1.5767 1.2259 0.9290  0.10
N 2.4932 1.5769 -1.0767  0.02
H 1.8500 2.2637 -1.5105  0.02
H 3.2670 2.1755 -0.7003  0.03
H 1.9911 1.0549 -0.4514  -0.07

The following is a quantum chemistry calculation of a 2-piece molecular cluster, C3H11NO overall, from OMol25.

- SMILES string: CN(C)C.O
- Energy above the lowest of the compared OMol25 structures with the same formula, charge and spin: 0.8250 eV
- Electronic energy: -6826.420 eV
- Frontier orbital gap: 10.219 eV
- Net charge: 0
- HOMO: -9.264 eV
- F_max: 2.023 eV/Å

Each line ends with the Löwdin charge.
CARTESIAN COORDINATES (ANGSTROEM)
C -0.2456 1.1735 0.8343  -0.11
N -0.2853 -0.1243 0.0936  -0.34
C -0.2401 -1.1467 1.1561  -0.12
C -1.5457 -0.2195 -0.6457  -0.11
H 0.7739 1.3184 1.1816  0.08
H -0.9722 1.2467 1.6464  0.08
H -0.4360 1.9512 0.0912  0.08
H -0.0276 -2.1161 0.6877  0.08
H 0.5790 -0.9495 1.8415  0.08
H -1.1974 -1.2600 1.6761  0.08
H -1.4799 -1.0144 -1.3881  0.08
H -1.7023 0.7244 -1.1653  0.08
H -2.4029 -0.4138 0.0113  0.08
O 2.1881 0.3728 -1.3037  -0.09
H 2.5665 -0.4928 -1.5111  0.03
H 1.2196 0.2756 -1.2211  0.00

The following is a quantum chemistry calculation of a 3-piece molecular cluster, C3H11NO2 overall, from OMol25.

- Energy above the lowest of the compared OMol25 structures with the same formula, charge and spin: 1.8594 eV
- Electronic energy: -8871.779 eV
- Frontier orbital gap (spin up / spin down): 3.013 / 8.186 eV
- Net charge: -1
- HOMO (spin up / spin down): 1.055 / -4.228 eV
- 2S+1: 2
- F_max: 3.686 eV/Å

Each line ends with the Löwdin charge.
CARTESIAN COORDINATES (ANGSTROEM)
C -1.9283 0.5468 0.6322  -0.16
C -0.7750 -0.1046 -0.1170  -0.53
C -0.1567 -1.0147 0.6778  -0.13
N -0.7222 -0.1022 -1.4910  0.07
H -2.8855 0.3019 0.1674  0.07
H -1.8661 1.6452 0.6442  0.03
H -1.9025 0.2897 1.6926  0.05
H 0.3505 -1.7857 0.1500  0.01
H -0.1501 -0.9534 1.7347  0.01
H -1.2286 0.6561 -1.9274  0.07
H 0.1662 -0.1919 -1.9667  0.07
H 3.0347 -1.1192 0.2823  -0.02
H 1.8933 -2.1191 0.0875  -0.03
O 2.5340 -1.5946 -0.4068  -0.21
H 1.1770 1.4309 0.5694  -0.01
H -0.0957 2.4072 1.1960  -0.02
O 0.4531 2.0718 0.4900  -0.24

The following is a quantum chemistry calculation of a 2-piece molecular cluster, C3H11NO2 overall, from OMol25.

- Energy above the lowest of the compared OMol25 structures with the same formula, charge and spin: 2.0437 eV
- Electronic energy: -8871.594 eV
- Frontier orbital gap (spin up / spin down): 2.440 / 9.608 eV
- Net charge: -1
- HOMO (spin up / spin down): 1.076 / -6.114 eV
- 2S+1: 2
- F_max: 6.930 eV/Å

Each line ends with the Löwdin charge.
CARTESIAN COORDINATES (ANGSTROEM)
C -1.2316 0.1450 0.6234  -0.33
N -0.4792 0.2560 1.8449  -0.09
C -0.0714 -0.9604 2.5422  -0.30
O 1.1165 -1.8424 2.1844  -0.18
C -1.0495 1.5149 -0.1622  -0.24
H -0.8426 -0.7102 0.0173  0.10
H -2.2074 -0.1305 0.8430  0.07
H -0.0227 1.1513 1.9485  0.09
H 0.1396 -0.6463 3.5528  0.09
H -0.9086 -1.6961 2.5513  0.12
H 1.6689 -1.0236 1.8872  0.09
H -1.7325 1.4563 -0.9739  0.00
H -1.3126 2.2686 0.5727  0.05
H -0.1047 1.6961 -0.6411  0.00
H 0.5229 0.6110 -5.7599  -0.04
H 1.5764 0.9677 -5.1209  -0.14
O 1.4700 0.6007 -5.9108  -0.27

The following is a quantum chemistry calculation of a 2-piece molecular cluster, C3H11NO2 overall, from OMol25.

- SMILES string: C[C@H](N)CO.O
- Energy above the lowest of the compared OMol25 structures with the same formula, charge and spin: 0.0393 eV
- Electronic energy: -8874.450 eV
- Frontier orbital gap: 10.891 eV
- Net charge: 0
- HOMO: -9.942 eV
- F_max: 1.214 eV/Å

Each line ends with the Löwdin charge.
CARTESIAN COORDINATES (ANGSTROEM)
C 0.5535 -1.2573 -1.5451  -0.06
C 0.2809 -0.1003 -0.5841  -0.45
N 1.2729 0.9744 -0.5704  0.03
C 0.1380 -0.5961 0.8432  -0.21
O -0.0295 0.5183 1.7557  -0.11
H 0.9771 -0.9348 -2.4871  0.07
H 1.2339 -1.9931 -1.1051  0.08
H -0.3870 -1.7496 -1.7595  0.08
H -0.6594 0.3584 -0.8652  0.13
H 1.4298 1.3481 -1.4949  0.08
H 2.1561 0.6716 -0.1762  0.09
H -0.7130 -1.2566 1.0036  0.13
H 1.0812 -1.0744 1.1182  0.12
H 0.2744 1.2957 1.2545  0.07
O -2.7229 1.2352 1.2132  -0.07
H -3.0985 1.5387 2.0426  0.03
H -1.7873 1.0216 1.3565  -0.02

The following is a quantum chemistry calculation of a 2-piece molecular cluster, C3H11NO2 overall, from OMol25.

- SMILES string: C[C@H](O)CN.O
- Energy above the lowest of the compared OMol25 structures with the same formula, charge and spin: 1.1609 eV
- Electronic energy: -8873.329 eV
- Frontier orbital gap: 9.952 eV
- Net charge: 0
- HOMO: -9.154 eV
- F_max: 3.832 eV/Å

Each line ends with the Löwdin charge.
CARTESIAN COORDINATES (ANGSTROEM)
C 1.1620 0.7628 0.1657  -0.04
C -0.1663 -0.0033 0.4119  -0.42
O -0.1031 -1.2934 -0.1701  -0.06
C -1.4645 0.6926 -0.0562  -0.25
N -2.2640 1.3509 0.9239  0.00
H 1.8772 0.0857 0.6720  0.09
H 1.4411 0.4434 -0.8663  0.08
H 1.2125 1.8363 0.1757  0.08
H -0.2157 -0.0954 1.4988  0.13
H 0.4978 -1.9065 0.2597  0.09
H -1.0353 1.3907 -0.8119  0.11
H -2.0372 -0.0376 -0.6426  0.12
H -1.7441 1.5461 1.7656  0.07
H -3.1965 1.0358 1.1140  0.07
O 2.0428 -2.2658 -1.5775  -0.07
H 2.7677 -1.6597 -1.6749  0.02
H 1.2257 -1.8826 -1.1878  -0.01

The following is a quantum chemistry calculation of a 2-piece molecular cluster, C3H11NO2 overall, from OMol25.

- SMILES string: C[C@H](O)CN.O
- Energy above the lowest of the compared OMol25 structures with the same formula, charge and spin: 0.5390 eV
- Electronic energy: -8873.950 eV
- Frontier orbital gap: 10.288 eV
- Net charge: 0
- HOMO: -9.528 eV
- F_max: 1.678 eV/Å

Each line ends with the Löwdin charge.
CARTESIAN COORDINATES (ANGSTROEM)
C 0.5149 -1.2304 -0.0168  -0.05
C -0.2365 -0.0511 0.5841  -0.41
O -1.4710 0.1140 -0.1133  -0.07
C 0.5120 1.2928 0.3705  -0.23
N 1.2520 1.7718 1.5639  -0.01
H -0.2335 -1.9759 -0.2484  0.07
H 0.9040 -0.9410 -0.9901  0.08
H 1.2556 -1.6429 0.6493  0.08
H -0.3617 -0.1988 1.6608  0.14
H -2.0721 0.6575 0.4093  0.10
H 1.1276 1.2866 -0.5298  0.11
H -0.3048 1.9977 0.2215  0.10
H 2.1874 2.0327 1.2635  0.06
H 1.4567 0.9868 2.1785  0.05
O -1.1791 -1.4501 -2.5175  -0.06
H -1.9123 -2.0452 -2.3622  0.04
H -1.4392 -0.6043 -2.1230  0.02

The following is a quantum chemistry calculation of a 2-piece molecular cluster, C3H11NO2P2 overall, from OMol25.

- Energy above the lowest of the compared OMol25 structures with the same formula, charge and spin: 4.0650 eV
- Electronic energy: -27447.507 eV
- Frontier orbital gap (spin up / spin down): 6.756 / 6.645 eV
- Net charge: 0
- HOMO (spin up / spin down): -7.475 / -7.288 eV
- F_max: 4.788 eV/Å

Each line ends with the Löwdin charge.
CARTESIAN COORDINATES (ANGSTROEM)
C 1.7496 -2.6947 1.4267  -0.23
C 0.6118 1.7421 -0.5707  -0.30
C -1.6345 0.7067 0.7420  -0.29
N -1.6839 0.7722 -2.3663  -0.02
O 2.4630 -1.4965 1.6322  -0.69
O -0.8214 -0.2439 -1.7395  -0.51
P -0.1620 0.0507 -0.1918  0.80
P 1.7564 -0.1508 2.2408  0.74
H 1.3406 -2.3921 0.4487  0.03
H 0.8091 -2.7973 2.0687  0.09
H 2.3467 -3.5448 1.1976  0.07
H -0.1038 2.2568 -1.0937  -0.03
H 1.5491 1.4881 -1.0969  0.03
H 0.9358 2.2659 0.4266  0.06
H -1.4122 1.7479 0.9963  0.03
H -1.6363 0.1175 1.6489  0.00
H -2.5916 0.6738 0.1599  0.05
H -1.0902 1.2485 -3.1097  0.10
H -2.4262 0.2499 -2.8199  0.07